# 1
{"formula": "C5H7NO", "method": "ωB97M-V/def2-TZVPD", "symbols": ["N", "C", "O", "C", "C", "C", "C", "H", "H", "H", "H", "H", "H", "H"], "xyz": [[2.032, -1.410, 0.356], [0.952, -0.859, 0.089], [0.785, 0.019, -1.482], [0.339, 1.266, -0.933], [-0.873, 0.654, -0.249], [-1.206, -0.227, -1.404], [-0.279, -0.477, 0.554], [2.590, -1.785, -0.400], [0.065, 1.976, -1.727], [1.100, 1.715, -0.283], [-1.637, 1.266, 0.233], [-1.166, 0.075, -2.448], [-1.797, -1.120, -1.210], [-0.859, -1.102, 1.220]], "forces_ev_per_a": [[-0.52, 0.17, -0.28], [0.15, -0.12, 0.08], [0.18, -0.16, 0.16], [0.00, 0.13, 0.06], [-0.13, 0.06, -0.03], [-0.21, -0.03, -0.07], [0.09, -0.06, 0.10], [-0.08, 0.13, -0.08], [0.05, -0.20, 0.09], [-0.10, -0.08, -0.05], [0.07, -0.08, -0.13], [0.11, 0.03, 0.16], [0.23, 0.06, -0.05], [0.15, 0.13, 0.05]], "homo_ev": [-7.52, -7.52], "orbital_gap_ev": [7.15, 7.14], "e_lumo_ev": [-0.37, -0.37]}

***

# 2
{"formula": "C19H14Cl2N8O4RhSSe", "method": "ωB97M-V/def2-TZVPD", "symbols": ["Rh", "N", "N", "C", "O", "O", "H", "H", "H", "Se", "N", "C", "C", "C", "C", "C", "N", "C", "C", "N", "C", "C", "C", "C", "C", "N", "H", "H", "H", "H", "H", "H", "S", "C", "N", "C", "C", "C", "N", "H", "H", "H", "H", "Cl", "C", "Cl", "C", "O", "O", "H"], "xyz": [[0.268, -0.383, 1.277], [0.027, 1.127, 2.973], [0.443, 0.507, 4.151], [1.011, -0.766, 4.079], [1.539, -1.234, 5.054], [0.902, -1.329, 2.909], [0.516, 1.997, 2.779], [-0.985, 1.248, 2.951], [0.790, 1.086, 4.900], [-0.487, -3.726, -5.608], [0.584, -4.025, -4.235], [0.337, -3.109, -3.338], [0.986, -3.047, -2.034], [1.935, -3.970, -1.584], [2.425, -3.858, -0.301], [1.951, -2.841, 0.524], [1.067, -1.960, 0.085], [0.599, -2.033, -1.169], [-0.328, -0.997, -1.569], [-0.487, 0.015, -0.708], [-1.357, 0.977, -0.988], [-2.114, 0.971, -2.155], [-1.927, -0.045, -3.069], [-1.000, -1.049, -2.785], [-0.679, -2.144, -3.691], [-1.235, -2.310, -4.862], [2.263, -4.753, -2.254], [3.157, -4.555, 0.080], [2.267, -2.736, 1.555], [-1.454, 1.773, -0.262], [-2.836, 1.756, -2.331], [-2.489, -0.088, -3.993], [2.288, 0.772, 0.803], [1.858, 2.406, 0.493], [2.193, 2.890, -0.735], [2.055, 4.188, -1.065], [1.526, 5.052, -0.154], [1.145, 4.510, 1.076], [1.312, 3.234, 1.386], [2.608, 2.230, -1.383], [2.373, 4.481, -2.056], [1.417, 6.103, -0.369], [0.698, 5.134, 1.842], [-3.788, 1.688, 2.670], [-4.125, 0.053, 2.065], [-4.793, 0.115, 0.419], [-2.835, -0.818, 2.010], [-2.927, -1.964, 2.370], [-1.844, -0.153, 1.527], [-4.850, -0.418, 2.716]], "forces_ev_per_a": [[0.66, 0.90, 0.64], [-0.53, -0.59, -1.33], [-0.05, -0.04, 0.14], [0.14, 0.46, 0.19], [0.03, -0.25, -0.07], [0.00, -0.25, -0.75], [0.02, -0.01, 0.04], [0.00, 0.13, 0.11], [-0.09, 0.10, -0.05], [-0.04, -0.11, -0.21], [0.20, -0.10, 0.25], [-0.12, 0.10, -0.11], [0.05, -0.12, 0.03], [-0.01, 0.02, -0.02], [-0.04, 0.03, -0.11], [0.10, -0.12, 0.21], [-0.90, 0.69, 0.61], [0.19, -0.30, -0.11], [0.00, 0.10, -0.16], [-0.11, 0.59, 0.81], [-0.01, 0.10, -0.17], [0.09, -0.01, -0.06], [-0.03, -0.04, 0.03], [-0.08, 0.04, -0.09], [0.11, -0.16, -0.04], [-0.14, 0.29, 0.09], [-0.02, -0.03, 0.03], [-0.01, 0.01, 0.03], [-0.07, 0.03, 0.00], [-0.10, -0.11, 0.10], [0.01, 0.01, 0.02], [0.02, 0.01, -0.01], [0.39, -0.56, -0.07], [-0.09, -0.30, 0.00], [0.06, 0.23, 0.10], [0.10, 0.06, -0.14], [-0.01, 0.14, 0.05], [0.05, -0.16, -0.04], [-0.16, 0.06, -0.02], [-0.06, -0.03, -0.01], [0.03, -0.03, 0.00], [-0.03, -0.02, -0.05], [0.00, 0.00, 0.00], [-0.08, 0.08, 0.08], [0.43, -0.22, -0.11], [-0.09, 0.05, 0.00], [-0.70, 0.20, 0.09], [0.37, -0.11, -0.07], [0.56, -0.83, 0.14], [-0.07, 0.06, -0.01]], "charge": 1, "homo_ev": -11.56, "orbital_gap_ev": 6.94, "e_lumo_ev": -4.62}

***

# 3
{"formula": "C22H53B3FPRb2V", "method": "ωB97M-V/def2-TZVPD", "symbols": ["Rb", "Rb", "V", "C", "C", "C", "C", "P", "C", "C", "C", "C", "C", "C", "C", "C", "C", "C", "C", "C", "H", "H", "H", "H", "H", "H", "H", "H", "H", "H", "H", "H", "H", "H", "H", "H", "H", "H", "H", "H", "H", "H", "H", "H", "H", "H", "H", "H", "H", "H", "H", "H", "H", "H", "H", "H", "B", "H", "H", "H", "H", "B", "H", "H", "H", "H", "B", "H", "H", "H", "H", "F", "C", "C", "C", "C", "C", "C", "H", "H", "H", "H", "H"], "xyz": [[-0.707, -5.096, 2.631], [1.431, -3.021, 5.874], [2.143, -1.213, 2.031], [4.434, -0.737, -4.033], [4.330, 0.674, -3.399], [2.859, 1.213, -3.574], [1.975, 0.708, -2.430], [0.452, 1.629, -1.926], [-0.524, 0.753, -0.612], [-1.244, -0.530, -1.010], [-2.141, -1.272, -0.033], [-2.668, -2.646, -0.682], [0.998, 3.202, -1.183], [-0.141, 4.259, -0.958], [0.164, 5.358, 0.041], [0.274, 5.005, 1.491], [-0.504, 2.002, -3.383], [-0.646, 0.963, -4.461], [-1.191, 1.620, -5.779], [-1.404, 0.567, -6.938], [4.199, -0.863, -5.090], [3.997, -1.588, -3.512], [5.476, -1.051, -3.976], [4.936, 1.285, -4.067], [4.557, 0.770, -2.337], [2.515, 0.924, -4.567], [2.833, 2.290, -3.742], [2.478, 0.494, -1.487], [1.396, -0.130, -2.818], [-1.133, 1.562, -0.208], [0.180, 0.502, 0.182], [-0.450, -1.220, -1.297], [-1.748, -0.363, -1.962], [-3.003, -0.629, 0.148], [-1.666, -1.479, 0.926], [-3.343, -2.545, -1.531], [-3.345, -3.141, 0.016], [-1.929, -3.371, -1.023], [1.761, 3.680, -1.797], [1.239, 2.909, -0.162], [-0.918, 3.731, -0.405], [-0.477, 4.777, -1.857], [-0.654, 6.079, 0.015], [1.038, 5.963, -0.198], [0.159, 5.851, 2.169], [1.261, 4.638, 1.774], [-0.403, 4.202, 1.784], [-0.040, 2.919, -3.746], [-1.496, 2.325, -3.068], [-1.157, 0.072, -4.097], [0.303, 0.605, -4.859], [-0.462, 2.347, -6.136], [-2.050, 2.254, -5.562], [-0.781, -0.324, -6.868], [-1.256, 1.092, -7.882], [-2.397, 0.126, -6.847], [2.108, -2.114, -0.188], [2.012, -1.922, -1.245], [2.910, -1.556, 0.269], [1.177, -1.855, 0.293], [2.310, -3.136, 0.090], [0.360, -2.187, 3.137], [-0.440, -2.702, 3.646], [0.883, -1.465, 3.744], [1.061, -2.869, 2.682], [-0.116, -1.589, 2.375], [3.715, -2.262, 3.291], [3.651, -1.187, 3.228], [4.682, -2.623, 3.606], [2.962, -2.560, 4.005], [3.450, -2.594, 2.299], [-5.457, -0.137, 5.590], [-4.723, -1.076, 6.172], [-3.793, -1.877, 5.421], [-3.007, -2.828, 6.085], [-3.265, -3.153, 7.409], [-4.328, -2.476, 8.112], [-5.020, -1.444, 7.492], [-3.492, -1.622, 4.415], [-2.152, -3.210, 5.546], [-2.600, -3.888, 7.838], [-4.534, -2.817, 9.116], [-5.860, -0.983, 7.990]], "forces_ev_per_a": [[0.07, -0.34, -0.66], [0.55, 0.07, 0.40], [1.01, -1.31, -1.12], [1.31, -0.84, 1.04], [-2.04, -0.23, -1.84], [0.77, 0.49, -0.19], [-2.11, 0.38, -0.31], [1.29, 0.49, 0.11], [0.49, 0.26, 0.04], [0.89, -0.42, -1.15], [-0.87, -0.87, -1.21], [-0.36, 0.89, 0.65], [-1.82, 0.77, 0.20], [0.32, -0.46, 0.76], [0.35, 1.52, 0.21], [0.85, -0.98, 1.03], [-0.40, 0.41, 0.26], [0.53, 0.15, -1.83], [0.00, -1.08, 0.04], [-0.55, 0.74, 1.24], [-0.36, 0.71, 0.04], [-0.75, 0.35, 0.31], [0.34, 0.23, -0.12], [0.33, 0.32, 0.63], [0.63, -0.27, -0.25], [-0.33, -0.70, 0.21], [0.26, 0.39, 0.84], [0.20, -0.37, -0.27], [0.66, -1.00, 0.34], [-0.44, -0.09, 0.00], [0.31, 0.13, 0.11], [0.20, -0.16, 0.01], [-0.53, 0.03, 0.13], [-0.23, -0.17, 0.26], [0.19, 0.06, -0.11], [0.23, 0.70, -0.22], [0.21, -0.15, 0.42], [0.46, 0.28, 0.30], [0.50, -0.47, 0.35], [1.01, 0.13, -0.05], [-0.76, -0.13, -0.73], [-0.18, -0.64, -0.19], [-0.21, -0.05, -0.50], [0.16, -0.10, -0.43], [-0.41, 0.09, -0.26], [0.28, -0.22, -0.21], [-0.42, 0.09, 0.09], [0.18, 0.06, -0.30], [-0.17, 0.05, 0.20], [-0.48, 0.13, -0.27], [0.42, -0.16, 0.70], [0.40, -0.10, 0.23], [-0.49, -0.39, -0.19], [0.63, 0.38, 0.03], [-0.22, -0.43, -0.06], [-0.25, 0.36, -0.35], [-0.12, -0.49, -0.54], [-0.21, 0.67, -3.53], [3.75, 2.97, 1.82], [-4.17, 1.47, 2.36], [0.74, -3.86, 0.80], [-0.61, -0.02, -0.18], [-2.88, -1.77, 2.47], [2.02, 2.66, 2.69], [2.23, -2.87, -1.48], [-1.94, 2.01, -2.99], [0.32, -0.66, 1.01], [0.05, 5.19, 0.03], [3.34, -0.92, 0.69], [-2.66, -1.29, 2.50], [-1.19, -1.78, -4.13], [1.44, -1.32, 0.67], [-1.40, -0.34, -0.58], [1.77, 0.01, 0.37], [-1.04, 1.43, -1.06], [-0.02, 0.46, -0.27], [0.10, 0.39, -0.80], [0.04, -0.79, 1.23], [-0.43, 0.21, -0.19], [-0.15, -0.35, -0.01], [-0.33, -0.07, 0.64], [-0.34, 0.23, 0.09], [0.05, 0.27, 0.10]], "charge": 3, "multiplicity": 5, "homo_ev": [-15.34, -16.30], "orbital_gap_ev": [6.44, 3.46], "e_lumo_ev": [-8.90, -12.85]}

***

# 4
{"formula": "C7H12BrN2", "method": "ωB97M-V/def2-TZVPD", "symbols": ["C", "C", "C", "C", "C", "C", "C", "N", "N", "Br", "H", "H", "H", "H", "H", "H", "H", "H", "H", "H", "H", "H"], "xyz": [[0.249, -3.579, 1.385], [-0.410, -3.319, 2.521], [-1.009, -1.624, 1.102], [-0.130, -2.590, 0.459], [-0.280, 1.248, -2.080], [1.066, 1.902, -0.218], [0.308, -2.445, -0.821], [-1.130, -2.084, 2.369], [-0.145, 1.467, -0.787], [1.298, -3.511, -1.801], [0.963, -4.433, 1.200], [-0.445, -3.836, 3.527], [-1.685, -0.853, 0.743], [0.193, 1.990, -2.748], [0.114, 0.258, -2.296], [-1.337, 1.230, -2.335], [1.030, 1.969, 0.820], [1.811, 1.031, -0.566], [1.415, 2.795, -0.602], [-0.124, -1.662, -1.437], [-1.833, -1.975, 3.139], [-0.781, 2.160, -0.417]], "forces_ev_per_a": [[1.02, -2.16, 0.79], [-0.03, 0.31, 1.63], [-0.61, -1.61, 1.84], [0.25, 1.70, -0.91], [-0.43, -0.60, -5.05], [2.82, -4.40, -2.15], [-2.11, 1.50, 0.07], [-0.36, -1.71, -0.08], [-1.96, 1.68, 6.79], [1.36, -1.39, -0.71], [-1.08, 1.22, 0.23], [0.14, 0.74, -1.54], [0.65, 0.11, -0.20], [0.10, -0.18, -0.11], [0.33, -0.24, -0.73], [-0.10, -0.11, -0.23], [-0.13, -0.15, 1.76], [-0.74, 2.01, 1.16], [0.95, 2.08, -1.02], [0.12, 0.33, 0.36], [0.70, 1.06, -1.49], [-0.88, -0.21, -0.41]], "charge": 1, "homo_ev": -11.66, "orbital_gap_ev": 5.97, "e_lumo_ev": -5.69}

***

# 5
{"formula": "C16H39O6P2", "method": "ωB97M-V/def2-TZVPD", "symbols": ["C", "C", "C", "C", "C", "P", "O", "C", "C", "C", "P", "O", "O", "C", "C", "O", "C", "C", "H", "H", "H", "H", "H", "H", "H", "H", "H", "H", "H", "H", "H", "H", "H", "H", "H", "H", "H", "H", "H", "H", "H", "H", "H", "H", "H", "H", "H", "C", "O", "C", "C", "O", "C", "H", "H", "H", "H", "H", "H", "H", "H", "H", "H"], "xyz": [[-2.303, -0.282, 3.843], [-1.995, -1.389, 2.822], [-3.134, -2.384, 2.583], [-4.356, -1.869, 1.787], [-5.382, -1.041, 2.587], [-3.850, -0.901, 0.370], [-5.123, -0.451, -0.459], [-2.638, -1.652, -0.712], [-1.941, -0.614, -1.607], [-1.022, -1.268, -2.653], [0.798, -1.054, -2.533], [1.313, -0.616, -3.820], [1.371, -2.409, -1.930], [1.265, -3.647, -2.672], [0.480, -4.655, -1.868], [1.095, -0.061, -1.329], [1.111, -0.456, 0.051], [0.982, 0.781, 0.904], [-2.132, 0.718, 3.444], [-3.336, -0.320, 4.186], [-1.672, -0.382, 4.725], [-1.683, -0.934, 1.875], [-1.123, -1.965, 3.134], [-3.515, -2.726, 3.547], [-2.746, -3.271, 2.078], [-4.871, -2.736, 1.357], [-5.176, 0.031, 2.597], [-5.381, -1.378, 3.622], [-6.387, -1.172, 2.188], [-3.360, 0.324, 0.819], [-5.366, -0.971, -1.236], [-1.936, -2.221, -0.096], [-3.184, -2.384, -1.319], [-1.385, 0.099, -0.995], [-2.707, -0.032, -2.125], [-1.244, -2.334, -2.738], [-1.220, -0.838, -3.635], [2.286, -3.976, -2.857], [0.808, -3.453, -3.647], [0.265, -5.537, -2.472], [1.036, -4.970, -0.986], [-0.471, -4.230, -1.536], [0.296, -1.164, 0.239], [2.042, -0.989, 0.241], [0.054, 1.313, 0.675], [0.977, 0.506, 1.959], [1.798, 1.482, 0.734], [6.267, 4.337, 0.411], [5.954, 3.988, -0.923], [4.997, 2.953, -1.040], [3.623, 3.486, -1.383], [3.075, 4.268, -0.334], [3.179, 5.664, -0.550], [6.911, 5.213, 0.369], [5.370, 4.576, 0.988], [6.806, 3.527, 0.914], [4.946, 2.375, -0.109], [5.323, 2.281, -1.839], [2.946, 2.642, -1.553], [3.675, 4.066, -2.310], [2.537, 5.983, -1.378], [4.207, 5.961, -0.769], [2.849, 6.156, 0.363]], "forces_ev_per_a": [[-0.02, 0.00, 0.05], [0.01, 0.07, -0.04], [-0.02, -0.03, -0.03], [0.02, 0.01, -0.02], [-0.12, 0.02, 0.05], [0.06, 0.12, 0.02], [0.00, 0.00, -0.10], [-0.02, -0.07, 0.02], [0.03, 0.01, -0.03], [0.03, 0.10, -0.12], [-0.11, -0.07, 0.45], [0.15, 0.05, -0.24], [-0.10, -0.11, 0.15], [0.06, 0.17, -0.17], [0.02, -0.06, 0.06], [-0.17, 0.06, -0.21], [0.17, -0.07, -0.01], [-0.15, 0.09, -0.01], [0.02, -0.02, -0.03], [0.04, 0.00, 0.01], [-0.02, 0.01, 0.01], [0.05, -0.01, -0.07], [-0.01, 0.03, 0.07], [0.02, -0.06, -0.01], [0.02, 0.04, -0.02], [0.01, -0.02, 0.05], [0.10, -0.02, 0.01], [-0.06, -0.03, -0.03], [0.02, 0.02, -0.02], [0.01, -0.01, 0.04], [-0.05, 0.01, 0.04], [0.04, 0.04, -0.01], [0.02, -0.02, 0.01], [0.00, -0.02, 0.05], [0.01, 0.01, 0.00], [0.07, -0.01, -0.04], [-0.09, -0.01, 0.02], [-0.02, -0.07, -0.01], [-0.01, 0.00, 0.05], [0.04, 0.01, 0.01], [-0.01, 0.03, 0.01], [-0.02, -0.01, -0.04], [-0.05, 0.00, 0.04], [-0.01, 0.03, 0.03], [0.01, -0.03, 0.04], [0.01, 0.00, 0.02], [0.05, -0.07, -0.04], [0.01, 0.00, 0.01], [-0.02, 0.04, -0.02], [0.01, -0.03, 0.03], [-0.07, -0.03, -0.01], [0.00, -0.03, 0.01], [0.02, 0.01, 0.01], [0.01, -0.01, 0.01], [0.00, 0.01, 0.00], [-0.01, -0.01, 0.00], [0.00, -0.01, -0.01], [0.00, 0.00, 0.00], [0.03, -0.02, -0.03], [0.00, 0.01, 0.01], [0.00, -0.01, -0.01], [0.00, 0.00, 0.01], [-0.01, 0.00, -0.01]], "charge": 1, "homo_ev": -10.65, "orbital_gap_ev": 7.59, "e_lumo_ev": -3.05}